No. 1
ORCA calculation (wB97M-V/def2-TZVPD) on C26H29N3O4PPt as an isolated structure at a distorted geometry.

```
64
Properties=species:S:1:pos:R:3
Pt 0.45 -0.77 -0.33
O 2.60 -1.04 -0.57
C 3.46 -1.36 0.25
C 3.30 -1.41 1.70
C 4.42 -1.64 2.43
C 4.35 -1.69 3.85
C 3.15 -1.61 4.55
C 2.00 -1.38 3.84
C 2.03 -1.22 2.39
O 0.96 -0.91 1.82
N 5.62 -1.84 4.60
O 5.53 -1.88 5.80
O 6.63 -1.73 3.94
H 4.45 -1.61 -0.14
H 5.39 -1.78 1.96
H 3.15 -1.72 5.62
H 1.04 -1.30 4.33
C -1.35 -3.65 -0.80
P -1.48 -1.85 -0.88
C -2.40 -1.24 0.52
C -2.22 -1.84 1.78
C -2.99 -1.44 2.84
C -3.92 -0.41 2.67
C -4.08 0.22 1.43
C -3.31 -0.18 0.36
C -2.32 -1.40 -2.38
C -3.63 -1.87 -2.56
C -4.31 -1.55 -3.72
C -3.69 -0.78 -4.70
C -2.39 -0.31 -4.52
C -1.71 -0.63 -3.36
H -2.36 -4.07 -0.74
H -0.76 -3.97 0.06
H -0.87 -4.01 -1.72
H -1.51 -2.65 1.91
H -2.90 -1.92 3.81
H -4.53 -0.09 3.51
H -4.81 1.00 1.31
H -3.45 0.28 -0.61
H -4.11 -2.48 -1.80
H -5.32 -1.91 -3.87
H -4.21 -0.55 -5.62
H -1.92 0.28 -5.29
H -0.68 -0.30 -3.23
C 1.58 2.44 0.28
C 1.66 4.04 0.06
N 1.02 4.28 -1.20
C 1.71 3.67 -2.30
C 1.54 2.08 -2.08
N 0.84 1.85 -0.82
C -0.50 2.42 -0.89
C -0.38 4.01 -1.19
H 1.08 2.23 1.22
H 2.59 2.03 0.30
H 2.69 4.37 0.04
H 1.13 4.56 0.85
H 2.76 3.95 -2.30
H 1.25 3.97 -3.25
H 2.52 1.61 -2.05
H 0.97 1.66 -2.90
H -1.01 2.26 0.06
H -1.07 1.95 -1.69
H -0.87 4.58 -0.40
H -0.83 4.25 -2.15
```

Properties
HOMO energy (spin up / spin down): -17.168 / -17.217 eV
2S+1: 5
DFT total energy: -52595.2987 eV
charge: +3
lowest unoccupied orbital energy (spin up / spin down): -0.3424 / -0.4409 hartree
frontier orbital gap (spin up / spin down): 7.9 / 5.2 eV

Results of the Mulliken charge analysis, in e, for atoms 1 through 8: 1.7101, -0.7762, -0.1207, 0.5310, -0.5382, -0.2728, -0.4791, -0.5228

No. 2
ORCA calculation (wB97M-V/def2-TZVPD) on C26H29NOP2ReSe as an isolated structure at a distorted geometry.

```
61
Properties=species:S:1:pos:R:3
C -1.60 3.27 -3.78
C -1.45 1.94 -3.36
C -0.14 1.37 -3.39
C 1.02 2.20 -3.54
C 0.81 3.53 -4.04
C -0.49 4.03 -4.15
C 2.27 1.69 -2.93
C 2.44 0.30 -3.46
C 1.34 -0.55 -3.31
C 1.42 -1.97 -3.33
C 2.65 -2.52 -3.72
C 3.75 -1.69 -4.01
C 3.65 -0.28 -3.89
H -2.62 3.64 -3.86
H 1.67 4.14 -4.37
H -0.69 5.05 -4.53
H 3.15 2.31 -3.29
H 2.70 -3.62 -3.83
H 4.67 -2.20 -4.36
H 4.51 0.30 -4.17
N 0.14 0.06 -2.83
Re 0.24 0.01 -0.98
C -2.55 1.14 -2.72
H -2.69 0.16 -3.18
H -3.51 1.67 -2.74
C 0.26 -2.77 -2.84
H -0.66 -2.60 -3.40
H 0.46 -3.83 -2.84
P -2.06 0.85 -0.94
P -0.07 -2.34 -1.09
C 1.20 -3.29 -0.21
H 1.01 -3.23 0.86
H 1.06 -4.31 -0.57
H 2.20 -2.94 -0.44
C -1.61 -3.16 -0.70
H -1.43 -4.21 -0.93
H -1.86 -3.05 0.36
H -2.42 -2.78 -1.32
C -2.18 2.52 -0.18
H -3.16 2.96 -0.41
H -2.05 2.44 0.91
H -1.39 3.17 -0.57
C -3.58 0.02 -0.34
H -3.57 -0.09 0.75
H -4.46 0.62 -0.62
H -3.68 -0.98 -0.79
C 1.87 -0.18 -0.08
O 2.91 -0.40 0.39
H 1.81 1.45 -1.91
Se -0.71 -0.43 1.45
C 0.42 -0.04 2.97
C 0.08 1.08 3.77
C 0.83 1.31 4.94
C 1.85 0.43 5.31
C 2.15 -0.70 4.54
C 1.42 -0.95 3.36
H -0.72 1.72 3.45
H 0.62 2.21 5.55
H 2.44 0.63 6.19
H 2.96 -1.38 4.81
H 1.63 -1.80 2.72
```

Properties
HOMO energy (spin up / spin down): -13.844 / -13.802 eV
2S+1: 4
DFT total energy: -117007.9974 eV
relative energy (zero: lowest compared OMol25 entry of this formula, charge and spin): 33.54 kcal/mol
charge: +2
lowest unoccupied orbital energy (spin up / spin down): -0.2617 / -0.3612 hartree
frontier orbital gap (spin up / spin down): 6.7 / 4.0 eV

Results of the Mulliken charge analysis, in e, for atoms 1 through 8: -0.7954, -0.1144, 0.5219, 0.8631, -1.2158, -0.4966, 0.1073, 0.5258

No. 3
ORCA calculation (wB97M-V/def2-TZVPD) on C26H29NOP2Y as an isolated structure at a distorted geometry.

```
60
Properties=species:S:1:pos:R:3
C -2.36 2.31 -2.44
C -1.96 1.02 -2.13
C -0.63 0.64 -2.47
C 0.39 1.66 -2.63
C -0.04 3.01 -2.72
C -1.40 3.30 -2.74
C 1.72 1.24 -2.58
C 2.04 -0.09 -2.28
C 0.95 -1.03 -2.18
C 1.15 -2.31 -1.59
C 2.46 -2.78 -1.49
C 3.54 -1.91 -1.69
C 3.34 -0.57 -1.97
H -3.43 2.55 -2.42
H 0.72 3.79 -2.79
H -1.74 4.33 -2.89
H 2.52 1.98 -2.64
H 2.62 -3.84 -1.24
H 4.55 -2.30 -1.53
H 4.16 0.15 -1.98
N -0.30 -0.66 -2.53
Y 0.14 -0.27 2.48
C -2.79 0.07 -1.30
H -2.54 -0.96 -1.58
H -3.86 0.26 -1.48
C -0.03 -3.01 -0.94
H -0.94 -2.75 -1.51
H 0.14 -4.09 -0.91
P -2.51 0.22 0.56
P -0.36 -2.44 0.81
C 1.05 -3.27 1.67
H 1.07 -3.05 2.75
H 0.91 -4.36 1.53
H 2.00 -2.98 1.21
C -1.74 -3.57 1.20
H -1.35 -4.60 1.28
H -2.22 -3.30 2.15
H -2.49 -3.53 0.40
C -3.18 1.89 0.82
H -4.21 1.93 0.45
H -3.15 2.13 1.89
H -2.56 2.62 0.28
C -3.91 -0.81 1.10
H -3.84 -1.05 2.16
H -4.83 -0.24 0.92
H -3.95 -1.75 0.53
C -1.64 -1.11 3.67
O -2.51 -1.61 4.26
H -1.14 0.78 1.53
C 3.79 3.35 1.68
C 4.08 1.99 1.80
C 3.03 1.05 2.04
C 1.74 1.53 2.14
C 1.42 2.87 2.08
C 2.47 3.80 1.84
H 4.59 4.07 1.51
H 5.11 1.64 1.72
H 3.27 -0.01 2.16
H 0.40 3.22 2.25
H 2.25 4.86 1.78
```

Properties
HOMO energy (spin up / spin down): -10.145 / -9.593 eV
2S+1: 1
DFT total energy: -50580.5668 eV
charge: +1
lowest unoccupied orbital energy (spin up / spin down): -0.1346 / -0.1542 hartree
frontier orbital gap (spin up / spin down): 6.5 / 5.4 eV

Results of the Mulliken charge analysis, in e, for atoms 1 through 8: -0.4183, 0.0271, -0.1425, 1.0463, -1.0430, -0.4985, -0.7631, 1.1214

No. 4
ORCA calculation (wB97M-V/def2-TZVPD) on a 2-piece molecular cluster, C26H29O3 overall at a distorted geometry.

```
58
Properties=species:S:1:pos:R:3
C 1.65 -3.90 2.50
C 0.54 -2.87 2.37
C -0.78 -3.47 1.88
C -1.85 -2.43 1.67
O -2.06 -1.77 2.94
C -3.03 -0.84 2.94
C -3.27 -0.14 4.08
H 2.55 -3.42 2.87
H 1.38 -4.69 3.20
H 1.88 -4.36 1.53
H 0.35 -2.40 3.34
H 0.83 -2.08 1.68
H -0.62 -3.98 0.92
H -1.13 -4.23 2.59
H -1.52 -1.69 0.92
H -2.78 -2.90 1.33
H -3.57 -0.67 1.99
H -4.17 0.47 4.08
H -2.73 -0.35 5.00
C 4.03 3.71 4.42
O 3.08 3.09 3.51
C 1.77 3.08 3.86
C 0.89 2.32 3.05
C -0.41 2.16 3.42
C -0.95 2.77 4.60
C -2.31 2.52 4.92
C -3.01 2.90 6.09
C -4.44 2.93 6.07
C -5.18 3.28 7.17
C -4.52 3.69 8.34
O -5.29 4.11 9.42
C -5.52 5.49 9.58
C -6.81 5.97 9.33
C -7.02 7.35 9.36
C -5.98 8.22 9.69
C -4.71 7.71 9.98
C -4.47 6.34 9.93
C -3.12 3.66 8.43
C -2.38 3.22 7.34
C -0.08 3.65 5.32
C 1.26 3.76 5.00
H 5.00 3.56 3.93
H 3.83 4.78 4.54
H 4.03 3.21 5.40
H 1.30 1.85 2.15
H -1.08 1.55 2.82
H -2.92 2.13 4.09
H -4.95 2.68 5.14
H -6.27 3.28 7.16
H -7.60 5.27 9.09
H -8.01 7.74 9.12
H -6.16 9.29 9.72
H -3.89 8.38 10.25
H -3.49 5.91 10.13
H -2.63 3.97 9.35
H -1.31 3.12 7.44
H -0.46 4.26 6.13
H 1.93 4.37 5.61
```

Properties
HOMO energy: -11.306 eV
2S+1: 1
DFT total energy: -33566.2719 eV
relative energy (zero: lowest compared OMol25 entry of this formula, charge and spin): 0.00 kcal/mol
charge: +1
lowest unoccupied orbital energy: -0.1916 hartree
frontier orbital gap: 6.1 eV

Results of the Mulliken charge analysis, in e, for atoms 1 through 8: -1.3119, -0.1231, -0.7025, -0.6134, -0.2747, 0.1114, -0.9965, 0.3566

No. 5
ORCA calculation (wB97M-V/def2-TZVPD) on C26H30AlN8O10P2 as an isolated structure.

```
77
Properties=species:S:1:pos:R:3
Al 0.36 0.01 -2.02
C -2.69 -3.68 10.73
O -3.61 -3.22 9.75
C -3.13 -2.90 8.53
C -4.09 -2.52 7.58
C -3.69 -2.18 6.31
C -2.35 -2.21 5.94
C -1.41 -2.58 6.89
C -1.78 -2.93 8.17
C -1.90 -1.85 4.59
N -0.65 -1.88 4.18
C -0.69 -1.48 2.88
C -1.98 -1.21 2.48
N -2.75 -1.46 3.59
C -2.33 -0.79 1.16
C -3.62 -0.55 0.67
C -3.78 -0.18 -0.64
C -2.66 -0.04 -1.45
N -1.43 -0.22 -1.01
C -1.25 -0.62 0.27
C 0.10 -0.92 0.67
N 1.05 -0.78 -0.29
C 2.30 -1.08 0.00
C 2.69 -1.53 1.27
C 1.74 -1.66 2.25
C 0.40 -1.35 1.96
H -3.29 -3.94 11.60
H -1.98 -2.90 11.00
H -2.16 -4.57 10.38
H -5.13 -2.50 7.87
H -4.46 -1.89 5.60
H -0.36 -2.60 6.60
H -1.03 -3.22 8.89
H -3.74 -1.38 3.67
H -4.48 -0.66 1.32
H -4.77 -0.02 -1.05
H -2.76 0.23 -2.50
H 3.02 -0.97 -0.80
H 3.72 -1.77 1.46
H 1.99 -2.00 3.25
O 4.02 -0.34 -4.16
P 2.43 -0.50 -4.04
O 2.08 0.19 -2.73
O 1.69 -0.01 -5.24
O 2.24 -2.06 -3.83
P 0.68 -2.63 -3.71
O 0.18 -2.51 -5.21
O 0.65 -3.98 -3.16
O -0.01 -1.50 -2.91
H 4.39 -0.96 -4.80
H 0.49 -1.69 -5.61
N -0.35 1.22 -3.59
C 0.46 2.45 -3.50
C -0.24 3.67 -4.10
C 0.61 4.93 -4.33
C 1.89 4.67 -5.11
N 2.87 4.07 -4.21
C 3.80 3.19 -4.53
N 4.42 2.52 -3.56
N 4.12 2.96 -5.81
C 0.90 2.62 -2.03
O 1.64 3.56 -1.72
O 0.49 1.71 -1.23
H -0.10 0.73 -4.44
H -1.34 1.45 -3.63
H 1.37 2.24 -4.07
H -1.11 3.93 -3.48
H -0.63 3.35 -5.07
H 0.86 5.40 -3.38
H 0.01 5.64 -4.89
H 2.29 5.59 -5.53
H 1.68 3.98 -5.94
H 2.60 4.10 -3.21
H 4.04 2.57 -2.63
H 4.96 1.70 -3.78
H 3.69 3.48 -6.55
H 4.81 2.27 -6.05
```

Properties
HOMO energy: -9.938 eV
2S+1: 1
DFT total energy: -85032.6473 eV
relative energy (zero: lowest compared OMol25 entry of this formula, charge and spin): 0.00 kcal/mol
charge: +1
lowest unoccupied orbital energy: -0.1082 hartree
frontier orbital gap: 7.0 eV

Results of the Mulliken charge analysis, in e, for atoms 1 through 8: 0.9192, -0.8428, -0.4587, 0.9435, -0.8403, -0.4320, 0.3728, -0.7742

No. 6
ORCA calculation (wB97M-V/def2-TZVPD) on one molecule with the formula C26H30ClF3N2O3.

```
65
Properties=species:S:1:pos:R:3
C -0.28 -4.93 -0.17
C -1.51 -4.28 -0.81
C -1.39 -4.25 -2.33
C -1.78 -2.89 -0.22
C -0.66 -1.86 -0.50
C -1.15 -0.70 -1.37
O -2.28 -0.08 -0.80
C -2.63 1.11 -1.46
C -3.76 1.79 -0.73
C -4.63 1.06 0.07
C -5.68 1.70 0.72
C -5.88 3.06 0.57
C -5.01 3.78 -0.24
Cl -5.24 5.48 -0.43
C -3.95 3.16 -0.88
N -0.04 -1.40 0.73
C -0.82 -0.65 1.68
C -0.49 0.85 1.64
N 0.92 1.07 1.43
C 1.34 1.64 0.27
O 0.57 2.06 -0.57
C 2.82 1.80 0.09
C 3.39 3.05 0.32
C 4.74 3.25 0.09
C 5.52 2.21 -0.38
C 6.99 2.41 -0.60
F 7.71 2.06 0.49
F 7.48 1.68 -1.61
F 7.31 3.68 -0.86
C 4.96 0.96 -0.63
C 3.61 0.76 -0.39
C 1.81 0.45 2.38
C 1.90 -1.08 2.19
C 1.29 -1.55 0.87
O 1.99 -2.06 0.01
H -0.41 -5.02 0.91
H -0.13 -5.93 -0.58
H 0.62 -4.35 -0.36
H -2.38 -4.90 -0.55
H -2.26 -3.77 -2.77
H -1.32 -5.27 -2.72
H -0.50 -3.72 -2.64
H -1.90 -2.99 0.86
H -2.72 -2.50 -0.62
H 0.15 -2.34 -1.06
H -0.34 0.04 -1.48
H -1.39 -1.08 -2.38
H -2.95 0.89 -2.50
H -1.76 1.78 -1.51
H -4.48 0.00 0.18
H -6.35 1.13 1.34
H -6.69 3.56 1.06
H -3.28 3.74 -1.50
H -1.88 -0.78 1.43
H -0.65 -1.05 2.69
H -0.79 1.32 2.58
H -1.02 1.32 0.81
H 2.77 3.86 0.68
H 5.18 4.22 0.27
H 5.57 0.16 -1.00
H 3.17 -0.21 -0.58
H 1.44 0.69 3.39
H 2.80 0.89 2.28
H 2.94 -1.40 2.19
H 1.39 -1.61 3.01
```

Properties
HOMO energy: -9.183 eV
2S+1: 1
DFT total energy: -57248.4137 eV
relative energy (zero: lowest compared OMol25 entry of this formula, charge and spin): 4.21 kcal/mol
SMILES: CC(C)C[C@@H](COCc1cccc(Cl)c1)N1CCN(C(=O)c2ccc(C(F)(F)F)cc2)CCC1=O
lowest unoccupied orbital energy: 0.0203 hartree
frontier orbital gap: 9.7 eV

Results of the Mulliken charge analysis, in e, for atoms 1 through 8: -1.3522, 0.2443, -1.5138, -1.1490, 0.1255, -1.8276, 0.0212, -0.7877

No. 7
ORCA calculation (wB97M-V/def2-TZVPD) on an isolated ion of composition C26H30ClN2 and charge +1 at a distorted geometry.

```
59
Properties=species:S:1:pos:R:3
C 3.56 -0.20 -2.92
N 2.93 0.54 -1.79
C 4.03 1.22 -0.99
C 1.73 1.34 -2.10
Cl 1.61 2.83 -1.05
N 0.31 0.64 -1.82
C -0.52 1.44 -2.82
C -1.43 2.36 -2.03
C -1.56 1.78 -0.65
C -0.94 0.41 -0.75
C -0.81 -0.35 0.59
C -0.25 0.62 1.63
C 1.06 0.61 2.09
C 1.53 1.66 2.90
C 0.66 2.61 3.42
C -0.71 2.54 3.09
C -1.14 1.56 2.20
C 0.08 -1.56 0.33
C -0.38 -2.86 0.56
C 0.42 -3.95 0.22
C 1.69 -3.76 -0.31
C 2.21 -2.47 -0.44
C 1.37 -1.37 -0.17
C -2.23 -0.85 1.03
C -2.50 -0.98 2.40
C -3.70 -1.54 2.84
C -4.63 -2.02 1.92
C -4.35 -1.95 0.55
C -3.14 -1.38 0.11
H 4.61 0.09 -3.16
H 3.54 -1.29 -2.80
H 2.98 0.01 -3.81
H 5.04 0.83 -1.13
H 4.07 2.29 -1.24
H 3.84 1.19 0.09
H 1.86 1.68 -3.21
H 0.42 -0.32 -2.14
H -1.05 0.74 -3.48
H 0.14 2.08 -3.39
H -2.40 2.46 -2.51
H -1.05 3.37 -1.98
H -2.58 1.76 -0.26
H -1.04 2.42 0.05
H -1.65 -0.16 -1.39
H 1.74 -0.21 1.86
H 2.60 1.70 3.14
H 1.01 3.40 4.09
H -1.43 3.24 3.51
H -2.21 1.53 1.95
H -1.37 -3.03 0.99
H 0.00 -4.95 0.38
H 2.29 -4.61 -0.61
H 3.23 -2.29 -0.76
H 1.73 -0.36 -0.34
H -1.78 -0.66 3.15
H -3.91 -1.60 3.92
H -5.58 -2.47 2.25
H -5.05 -2.34 -0.20
H -2.93 -1.41 -0.96
```

Properties
HOMO energy: -11.621 eV
2S+1: 1
DFT total energy: -42942.6502 eV
relative energy (zero: lowest compared OMol25 entry of this formula, charge and spin): 56.14 kcal/mol
SMILES: CN(C)[C@H](Cl)[N@@H+]1CCC[C@@H]1C(c1ccccc1)(c1ccccc1)c1ccccc1
charge: +1
lowest unoccupied orbital energy: -0.0876 hartree
frontier orbital gap: 9.2 eV

Results of the Mulliken charge analysis, in e, for atoms 1 through 8: -1.1431, 0.4716, -1.1647, -0.4747, -0.0843, -0.5458, -0.3262, -1.0662